Record 1
DFT (wB97M-V/def2-TZVPD) results for 2 unconnected molecules or ions with the total composition C3H10O2 in a non-equilibrium geometry.

```
! RIJCOSX wB97M-V def2-TZVPD def2/J DEFGRID3
* xyz 0 1
H 5.0461 -0.5956 -0.9193
O -2.6952 -0.5720 0.6287
H -0.7342 -0.4670 2.3442
H -0.8500 -0.8045 -0.1738
C -1.4101 0.0040 0.2957
H -2.1906 1.8795 -0.0758
O 5.5126 -0.8943 -1.6869
C -1.5570 1.1891 -0.6410
H -2.5703 -1.4201 1.0351
H -2.1454 0.9139 -1.5163
H 0.2388 0.7418 1.5304
C -0.7890 0.3668 1.6509
H -1.3554 1.2105 2.0476
H -0.6275 1.6408 -0.9647
H 4.9646 -0.5563 -2.4154
*
```

Summary:
Relative energy (zero: lowest compared OMol25 entry of this formula, charge and spin) ... 6.3 kcal/mol
Largest force on an atom ... 0.0343 hartree/bohr
Orbital gap ... 10.80 eV
Electronic energy ... -7367.805 eV
E_LUMO ... 0.57 eV
HOMO ... -10.2 eV

These are the natural (NBO) partial charges, in e, on atoms 1 to 8: atom 1 (H): 0.4642, atom 2 (O): -0.7365, atom 3 (H): 0.2076, atom 4 (H): 0.1532, atom 5 (C): 0.1021, atom 6 (H): 0.2117, atom 7 (O): -0.9305, atom 8 (C): -0.6312



Record 2
DFT (wB97M-V/def2-TZVPD) results for a molecular structure, C9H10 in a non-equilibrium geometry.

```
! RIJCOSX wB97M-V def2-TZVPD def2/J DEFGRID3
* xyz 0 1
H -2.6003 1.1320 -1.4920
H 2.3131 -2.0086 -0.9135
C 2.1492 -1.1550 -0.2609
C -2.4577 -0.0702 0.1481
C 0.6931 -0.9323 0.1340
C -1.8641 -1.2708 0.2470
C 2.0164 0.2949 -0.8015
H -0.5246 0.9200 -0.4911
C 0.7383 0.6152 -0.1000
H 2.7205 -1.3185 0.7246
H 2.5124 0.6208 -1.7421
H 2.4125 0.8691 1.3248
C 1.9614 1.2153 0.4314
C -0.4284 -1.6624 0.2248
H -0.2687 -2.6910 -0.1933
H -3.4568 1.8367 -0.0993
H 2.0883 2.2562 0.0426
H -2.5279 -2.0717 -0.0558
C -2.9246 1.0169 -0.4090
*
```

Summary:
Relative energy (zero: lowest compared OMol25 entry of this formula, charge and spin) ... 110.9 kcal/mol
Largest force on an atom ... 0.1177 hartree/bohr
Orbital gap ... 8.88 eV
Electronic energy ... -9488.614 eV
E_LUMO ... 0.78 eV
HOMO ... -8.1 eV

These are the natural (NBO) partial charges, in e, on atoms 1 to 8: atom 1 (H): 0.2101, atom 2 (H): 0.2217, atom 3 (C): -0.4505, atom 4 (C): 0.1032, atom 5 (C): 0.0979, atom 6 (C): -0.2901, atom 7 (C): -0.2233, atom 8 (H): 0.2562



Record 3
DFT (wB97M-V/def2-TZVPD) results for C3H8N2O in the gas phase in a non-equilibrium geometry.

```
! RIJCOSX wB97M-V def2-TZVPD def2/J DEFGRID3
* xyz 0 1
H -2.0086 1.3566 0.3564
H 2.6459 0.2412 -0.2228
N -0.5823 0.1594 -0.2678
H -0.6920 2.1152 -0.5722
C -0.9274 1.4486 0.2272
H -2.5931 -0.5461 -0.6735
N 1.7694 0.6603 -0.0187
H -0.2228 1.7444 1.0749
O 0.8858 -1.4480 0.2496
C -1.6439 -0.8355 -0.0983
H -1.8391 -0.5859 0.9521
H -1.4017 -1.9203 -0.3454
C 0.7288 -0.2761 -0.1115
H 1.7704 1.4189 -0.6651
*
```

Summary:
Relative energy (zero: lowest compared OMol25 entry of this formula, charge and spin) ... 33.6 kcal/mol
Largest force on an atom ... 0.0608 hartree/bohr
Orbital gap ... 9.71 eV
Electronic energy ... -8267.868 eV
E_LUMO ... 0.87 eV
HOMO ... -8.8 eV

These are the natural (NBO) partial charges, in e, on atoms 1 to 8: atom 1 (H): 0.2162, atom 2 (H): 0.3929, atom 3 (N): -0.4627, atom 4 (H): 0.1951, atom 5 (C): -0.4263, atom 6 (H): 0.1910, atom 7 (N): -0.8352, atom 8 (H): 0.2101